Entry 1:
A 5-piece molecular cluster, C16H24ClO12 overall, computed with the ωB97M-V functional and the def2-TZVPD basis.

- Kohn-Sham gap: 9.339 eV
- Total charge: -1
- Relative energy (zero: lowest compared OMol25 entry of this formula, charge and spin): 5.7140 eV

```
53
Properties=species:S:1:pos:R:3:forces:R:3
Cl 1.054 0.930 -0.298 1.148 1.754 0.432
O -0.137 0.328 0.325 2.757 -0.990 -1.544
O 0.689 2.301 -0.581 -0.365 -0.387 -0.161
O 2.221 1.028 0.640 -2.123 -1.410 -1.580
O 1.375 0.234 -1.535 -2.236 -1.001 2.626
O 3.030 2.895 -5.614 0.482 -1.066 1.707
C 3.308 2.576 -4.466 -1.429 1.491 -0.104
O 2.453 1.894 -3.643 -0.593 0.240 -2.849
C 2.862 1.709 -2.327 2.573 1.188 0.181
C 4.249 2.334 -2.292 1.872 0.373 -0.706
C 4.507 3.057 -3.649 -0.632 -1.337 -0.399
H 3.033 0.646 -2.154 0.034 0.718 -0.222
H 2.133 2.131 -1.636 1.108 0.486 -1.157
H 4.863 1.437 -2.370 0.658 0.314 0.464
H 4.565 2.911 -1.423 -0.355 -0.115 0.053
H 5.337 2.615 -4.201 0.395 0.103 0.274
H 4.630 4.135 -3.750 -0.341 -0.026 0.433
O -0.345 -1.719 -3.504 -0.136 -1.472 3.030
C -0.487 -2.222 -2.382 0.334 1.962 -3.535
O -1.699 -2.764 -2.057 -0.281 -0.184 -0.842
C -1.717 -3.250 -0.722 0.900 0.820 -1.253
C -0.230 -3.357 -0.464 0.556 -2.317 2.484
C 0.488 -2.329 -1.216 -1.090 0.697 -0.805
H -2.135 -4.251 -0.617 -0.547 0.168 -0.346
H -2.268 -2.516 -0.134 0.092 -0.110 -0.923
H 0.055 -4.353 -0.804 0.096 -0.180 -0.049
H -0.002 -3.340 0.602 0.135 -0.066 0.037
H 1.514 -2.538 -1.517 -0.270 0.070 -0.001
H 0.423 -1.406 -0.639 0.234 -0.303 -0.612
O -1.772 4.198 -0.233 -1.471 -1.890 2.185
C -2.075 3.373 0.625 1.442 0.544 -0.618
O -3.371 3.184 1.122 -0.415 0.440 -0.608
C -3.412 2.067 2.045 1.553 0.921 0.047
C -2.017 2.114 2.627 0.804 -1.395 -0.785
C -1.170 2.363 1.381 -1.359 1.982 0.354
H -3.523 1.148 1.469 -0.284 -0.097 0.020
H -4.121 2.123 2.870 -0.607 0.555 -0.664
H -1.814 1.092 2.948 0.267 0.515 1.039
H -1.821 2.896 3.360 -0.411 -0.262 0.269
H -1.008 1.468 0.782 -1.172 0.967 0.439
H -0.155 2.706 1.581 -0.311 0.413 -0.063
O 0.065 -3.346 4.511 0.206 0.375 -1.356
C -0.546 -2.842 3.593 1.157 0.838 2.314
O -0.077 -1.767 2.853 0.445 -1.124 1.465
C -1.070 -1.305 1.950 -0.026 -1.161 -0.550
C -2.048 -2.447 1.954 -2.681 -0.322 -0.690
C -1.985 -3.061 3.330 -0.004 0.658 -0.371
H -0.562 -1.101 1.007 -0.636 -1.021 0.594
H -1.500 -0.332 2.192 0.114 -0.431 0.638
H -1.901 -3.117 1.106 0.508 -0.298 2.080
H -3.052 -2.089 1.723 -0.282 0.238 0.134
H -2.362 -4.049 3.594 0.308 -0.071 -0.650
H -2.473 -2.392 4.039 -0.119 0.209 0.144
```
Forces are in eV/Å.

---

Entry 2:
C16H24F6HgN5O7S3 as an isolated structure, computed with the ωB97M-V functional and the def2-TZVPD basis.

- ⟨S²⟩: 0.754
- 2S+1: 2
- Kohn-Sham gap (spin up / spin down): 7.744 / 5.088 eV
- Total charge: 0
- Relative energy (zero: lowest compared OMol25 entry of this formula, charge and spin): 4.7860 eV

```
62
Properties=species:S:1:pos:R:3:forces:R:3
Hg 0.957 -0.898 0.248 -0.404 0.730 0.034
C -4.070 -1.878 4.116 0.355 -0.438 -0.896
C -2.946 -2.226 3.152 1.640 1.290 0.757
N -1.671 -2.024 3.319 -1.011 -0.104 1.810
N -1.224 -1.593 4.608 -0.238 -0.279 -1.581
C 0.069 -1.091 4.634 -1.005 -0.811 -1.070
N 0.236 -0.289 5.660 1.288 3.297 3.285
S 1.336 -1.441 3.568 -0.737 0.031 0.063
C -3.248 -2.541 1.756 0.872 -1.918 -2.261
C -4.473 -2.157 1.160 0.219 -0.640 -2.643
C -4.830 -2.704 -0.091 0.935 1.490 1.015
C -3.854 -3.281 -0.944 2.048 -0.156 -0.172
C -2.427 -3.575 -0.197 -0.718 -0.786 -1.113
N -2.414 -3.384 1.131 -0.111 0.869 1.799
H -4.359 -0.837 3.944 -0.031 -0.065 0.217
H -3.802 -2.055 5.141 0.198 0.103 0.505
H -4.922 -2.521 3.906 -0.114 0.086 -0.035
H -1.882 -1.189 5.297 0.435 -0.339 -0.912
H -0.377 -0.133 6.483 0.021 -0.773 -1.365
H 0.963 0.456 5.711 -0.388 -1.643 -0.649
H -5.060 -1.416 1.632 -0.995 0.156 0.550
H -5.797 -2.576 -0.556 -0.373 -0.118 0.501
H -4.083 -3.991 -1.750 0.023 0.752 0.194
H -1.906 -4.448 -0.638 -0.082 0.493 0.750
C 2.433 1.797 2.942 0.238 -1.277 -1.794
O 2.190 1.965 1.500 1.195 -0.439 0.341
C 3.461 1.847 0.776 -1.293 2.691 0.498
C 3.373 2.086 -0.710 0.268 -1.435 -0.483
O 3.106 0.792 -1.367 0.273 1.660 0.191
C 3.767 0.760 -2.639 0.021 0.209 0.312
C 3.108 -0.269 -3.487 0.879 -0.588 -0.554
O 3.433 -1.529 -2.859 -0.617 0.163 -1.867
C 3.072 -2.537 -3.827 -0.229 1.246 0.650
H 1.734 1.048 3.288 -0.261 0.038 0.105
H 3.436 1.356 3.136 -0.474 0.549 -0.121
H 2.273 2.715 3.445 0.100 1.055 0.444
H 4.148 2.601 1.212 -0.144 -0.433 -0.144
H 3.814 0.881 0.910 1.012 -1.860 0.399
H 2.664 2.832 -1.027 -0.675 0.159 0.074
H 4.346 2.443 -1.080 -0.023 -0.182 0.328
H 3.738 1.721 -3.158 -0.278 0.192 0.190
H 4.841 0.520 -2.478 -0.511 -0.068 -0.134
H 2.018 -0.145 -3.612 0.285 0.096 0.363
H 3.534 -0.207 -4.543 -0.241 -0.211 1.153
H 2.024 -2.342 -4.111 0.194 -0.553 0.003
H 3.688 -2.457 -4.731 0.068 -0.100 0.158
H 3.218 -3.460 -3.314 -0.102 -0.879 -0.014
F -2.688 3.928 -0.865 -0.030 0.109 0.256
C -2.142 2.909 -0.220 1.426 -1.375 -1.336
F -3.036 2.359 0.597 -0.153 0.346 0.723
F -1.053 3.334 0.464 -0.993 -0.301 -0.248
S -1.753 1.475 -1.519 -0.805 1.967 -0.719
O -1.076 0.423 -0.763 1.023 -1.471 1.439
O -2.546 -2.554 -1.131 -2.181 -0.659 0.704
N -0.706 2.326 -2.361 0.462 -0.030 -1.261
S -0.661 2.280 -3.989 -1.822 0.207 1.956
O -0.204 1.009 -4.516 -0.212 0.934 -0.038
O -1.821 2.957 -4.553 1.254 -0.914 -0.045
C 0.737 3.499 -4.140 0.778 0.969 -0.088
F 1.833 2.810 -4.566 -0.663 0.910 0.107
F 1.056 4.119 -2.984 -0.072 -0.596 -0.803
F 0.427 4.500 -5.011 0.474 -1.355 0.472
```
Forces are in eV/Å.

---

Entry 3:
A 5-piece molecular cluster, C16H24F6NO21S4 overall, computed with the ωB97M-V functional and the def2-TZVPD basis.

- Kohn-Sham gap: 7.812 eV
- Total charge: +1
- Relative energy (zero: lowest compared OMol25 entry of this formula, charge and spin): 0.0000 eV

```
72
Properties=species:S:1:pos:R:3:forces:R:3
O -5.666 0.075 -1.193 0.007 -0.069 0.116
C -4.681 -0.079 -1.830 0.014 0.147 -0.329
O -3.922 -1.202 -1.716 0.172 0.035 0.170
C -2.673 -1.212 -2.397 0.015 -0.072 -0.075
C -1.885 -2.418 -1.922 0.130 -0.037 -0.524
N -1.145 -2.248 -0.591 -0.025 -0.095 -0.104
C -1.868 -1.397 0.433 0.159 0.089 -0.083
O -2.843 -1.834 0.904 -0.133 -0.117 0.258
C -1.318 0.027 0.793 0.146 -0.215 -0.157
F -1.765 0.263 2.013 -0.129 0.105 0.166
F -1.885 0.897 -0.068 0.026 0.015 -0.073
C 0.247 0.203 0.818 -0.101 -0.029 -0.123
F 0.547 1.012 1.812 0.149 0.112 0.243
F 0.760 -1.042 1.065 -0.081 0.005 -0.114
C 0.886 0.765 -0.477 -0.056 -0.250 0.115
F 0.520 2.034 -0.621 -0.090 0.050 -0.152
F 0.362 0.035 -1.538 0.047 -0.022 0.071
C 2.435 0.674 -0.502 -0.230 0.072 -0.410
O 3.046 0.505 0.497 0.174 0.104 0.152
O 2.967 0.929 -1.704 0.222 -0.400 0.210
H -4.302 0.641 -2.578 0.024 -0.065 0.105
H -2.808 -1.329 -3.480 -0.081 -0.056 0.165
H -2.128 -0.276 -2.242 0.001 -0.044 0.021
H -1.116 -2.645 -2.667 0.001 0.018 0.247
H -2.496 -3.307 -1.787 -0.255 0.175 -0.105
H -1.098 -3.183 -0.167 -0.079 0.017 -0.046
H -0.186 -1.943 -0.754 0.002 0.173 0.035
H 2.502 0.496 -2.435 -0.168 0.329 0.047
C -3.169 -7.173 1.895 -0.003 -0.208 0.030
C -1.755 -7.105 1.354 0.013 0.064 0.114
O -1.937 -7.110 -0.076 0.022 0.025 0.027
S -3.294 -6.381 -0.462 -0.170 -0.059 -0.082
O -3.022 -5.035 -0.874 0.262 0.051 0.246
O -4.046 -7.213 -1.316 0.019 -0.052 -0.065
O -3.912 -6.324 0.993 0.097 0.164 0.048
H -3.582 -8.180 1.849 0.021 -0.005 -0.015
H -3.263 -6.776 2.901 -0.071 0.095 -0.045
H -1.143 -7.959 1.629 -0.017 -0.049 -0.106
H -1.254 -6.180 1.646 0.001 -0.011 0.009
C 6.000 1.341 1.853 -0.161 0.104 -0.056
C 6.937 2.528 1.839 0.205 -0.060 -0.100
O 7.028 2.901 3.226 -0.128 -0.003 0.013
S 6.944 1.605 4.151 -0.033 0.007 -0.077
O 8.244 1.169 4.508 0.022 -0.043 0.036
O 5.953 1.832 5.139 -0.005 0.036 0.057
O 6.377 0.613 3.032 0.099 -0.027 -0.037
H 4.958 1.647 1.946 0.008 0.010 0.004
H 6.118 0.696 0.987 0.047 -0.076 0.062
H 6.556 3.363 1.265 -0.020 0.076 0.120
H 7.930 2.255 1.478 -0.007 -0.001 -0.008
C 8.390 6.337 -1.135 0.037 0.026 0.150
C 9.604 5.436 -1.242 0.078 0.102 -0.118
O 9.038 4.112 -1.224 -0.041 0.012 0.106
S 7.633 4.111 -1.970 0.063 0.020 0.011
O 7.775 3.681 -3.312 -0.050 -0.001 -0.055
O 6.691 3.473 -1.115 -0.063 -0.068 0.015
O 7.406 5.684 -1.959 0.045 0.010 -0.059
H 8.013 6.394 -0.113 0.009 -0.010 -0.002
H 8.561 7.336 -1.525 -0.064 -0.023 -0.090
H 10.286 5.532 -0.402 -0.031 -0.106 0.038
H 10.141 5.579 -2.180 -0.014 0.011 -0.001
C -9.426 0.907 1.029 0.065 -0.176 -0.020
C -8.587 1.444 -0.114 0.080 0.227 0.164
O -9.376 1.157 -1.276 0.016 -0.139 0.006
S -10.932 1.281 -0.929 0.065 0.005 0.046
O -11.412 2.561 -1.301 -0.056 0.024 0.005
O -11.574 0.099 -1.374 -0.016 -0.024 -0.059
O -10.768 1.254 0.661 0.010 0.101 -0.001
H -9.352 -0.178 1.111 0.016 0.006 -0.011
H -9.193 1.369 1.984 -0.109 0.064 -0.003
H -7.624 0.953 -0.209 -0.072 -0.073 -0.131
H -8.447 2.524 -0.035 -0.028 -0.003 0.010
```
Forces are in eV/Å.

---

no.,F_max (eV Å⁻¹)
1,4.057
2,4.829
3,0.541